DFT (the ωB97M-V functional and the def2-TZVPD basis) results for a structure of composition C58H52N2O3P2ReSSi at a distorted geometry.

Each line ends with the Löwdin charge.
Geometry (Å):
Re -0.15900 -0.01580 -0.14390  1.04
C -3.81080 -1.16720 0.27710  -0.06
O -2.76830 -0.27280 0.63200  -0.22
C -3.13170 0.95850 1.08070  -0.25
C -4.45010 1.33750 1.30320  0.01
C -4.75500 2.59330 1.79300  -0.04
C -3.73930 3.49410 2.07860  -0.06
C -2.42910 3.13410 1.86760  -0.02
C -2.09130 1.87280 1.35680  -0.21
N -0.74290 1.52010 1.16400  -0.13
N 0.06960 2.32830 1.71800  0.09
C 1.37030 2.32120 1.92740  -0.15
C 2.23200 1.21900 1.55610  -0.32
O 1.82900 0.24440 0.85140  -0.21
C 3.56610 1.20420 2.04930  0.01
C 4.05890 2.22690 2.78720  0.04
C 3.27900 3.37790 3.08340  -0.16
C 3.82620 4.44620 3.80840  -0.01
C 3.07080 5.56030 4.09770  -0.05
C 1.75760 5.63860 3.64210  -0.05
C 1.20050 4.60120 2.92660  -0.01
C 1.93580 3.44310 2.64210  -0.09
H -4.43290 -1.39640 1.14380  0.11
H -3.31380 -2.07110 -0.05840  0.07
H -4.41490 -0.75210 -0.53220  0.11
H -5.25430 0.65630 1.08760  0.12
H -5.78760 2.86030 1.94990  0.12
H -3.97700 4.47600 2.45560  0.12
H -1.63050 3.82540 2.08550  0.09
H 4.14950 0.32630 1.81850  0.12
H 5.07180 2.17760 3.15590  0.13
H 4.85250 4.38620 4.13280  0.12
H 3.49240 6.36970 4.67070  0.11
H 1.17110 6.51940 3.85500  0.12
H 0.18310 4.68270 2.58190  0.09
C -2.45250 -2.15080 -2.53500  -0.16
Si -0.72580 -1.89740 -1.72270  0.60
C 0.38550 -1.75830 -3.29180  -0.31
C 0.20600 -2.52990 -4.43300  -0.08
C 0.94500 -2.29620 -5.58170  -0.04
C 1.85610 -1.25330 -5.62460  -0.04
C 2.06810 -0.48020 -4.49620  -0.06
C 1.35820 -0.75420 -3.33510  -0.39
P 1.74180 -0.01710 -1.72140  1.00
C 2.55020 1.58440 -1.98010  -0.33
C 1.97670 2.73690 -1.45390  -0.11
C 2.60570 3.95990 -1.59850  -0.06
C 3.79400 4.04450 -2.30560  -0.04
C 4.36480 2.90110 -2.84350  -0.04
C 3.76110 1.67050 -2.66700  -0.10
C 3.09230 -1.12110 -1.19410  -0.31
C 2.93290 -2.49770 -1.32170  -0.07
C 3.95590 -3.34990 -0.95190  -0.05
C 5.14160 -2.83850 -0.45140  -0.06
C 5.29400 -1.47010 -0.30230  -0.06
C 4.27480 -0.61050 -0.66660  -0.11
C -0.29500 -3.46330 -0.67410  -0.30
C -0.11640 -4.69360 -1.30080  -0.09
C 0.11820 -5.84550 -0.56890  -0.04
C 0.16270 -5.79700 0.81700  -0.04
C -0.01650 -4.58870 1.46140  -0.10
C -0.22010 -3.42480 0.72130  -0.40
P -0.43770 -1.86990 1.63260  1.09
C 1.00200 -1.70190 2.73840  -0.34
C 1.04470 -0.58230 3.57200  -0.14
C 2.09020 -0.40640 4.45730  -0.07
C 3.11080 -1.34210 4.51520  -0.06
C 3.10620 -2.41840 3.64480  -0.05
C 2.06600 -2.59640 2.74860  -0.06
C -1.77290 -2.35450 2.79270  -0.31
C -1.84040 -1.85280 4.08900  -0.06
C -2.76690 -2.35790 4.98480  -0.05
C -3.64410 -3.35530 4.59770  -0.05
C -3.61710 -3.82020 3.29220  -0.05
C -2.69230 -3.32350 2.39220  -0.11
H -2.97090 -3.00920 -2.12090  0.04
H -3.09160 -1.28070 -2.43160  0.00
H -2.33670 -2.32910 -3.60000  0.03
H -0.51460 -3.33170 -4.43190  0.10
H 0.80780 -2.92120 -6.45060  0.12
H 2.41660 -1.05150 -6.52430  0.12
H 2.77760 0.33290 -4.53460  0.10
H 1.03730 2.66210 -0.91620  0.06
H 2.17330 4.84560 -1.15870  0.11
H 4.28140 4.99760 -2.43120  0.12
H 5.29060 2.96580 -3.39230  0.12
H 4.23920 0.77540 -3.03800  0.11
H 2.01660 -2.90180 -1.72380  0.08
H 3.83330 -4.41530 -1.06700  0.11
H 5.94770 -3.50030 -0.18020  0.11
H 6.21440 -1.06960 0.09230  0.11
H 4.40800 0.45510 -0.54650  0.10
H -0.15800 -4.75220 -2.37780  0.10
H 0.26230 -6.78600 -1.07730  0.12
H 0.34150 -6.69290 1.39050  0.12
H -0.00380 -4.54490 2.54260  0.12
H 0.27050 0.17510 3.50970  0.10
H 2.11120 0.46120 5.09970  0.12
H 3.90610 -1.22460 5.23440  0.12
H 3.91830 -3.12790 3.66210  0.11
H 2.08750 -3.43130 2.06490  0.10
H -1.14440 -1.10070 4.42230  0.09
H -2.79050 -1.97880 5.99370  0.12
H -4.33640 -3.77040 5.31230  0.12
H -4.31020 -4.58190 2.97550  0.12
H -2.65900 -3.72070 1.38810  0.11
O -3.12540 0.96370 -1.84280  -0.44
S -1.76240 1.47640 -1.80020  0.85
C -1.20960 1.61800 -3.54900  -0.24
C -1.13890 3.09860 -3.87960  -0.20
C -2.16070 3.80150 -2.99120  -0.21
C -1.91150 3.30010 -1.58540  -0.25
H -1.97260 1.09600 -4.11960  0.12
H -0.25610 1.10530 -3.65220  0.06
H -1.35670 3.26850 -4.93270  0.13
H -0.13990 3.48500 -3.67030  0.11
H -3.17280 3.52750 -3.29110  0.13
H -2.06270 4.88440 -3.05480  0.13
H -2.73630 3.48230 -0.90390  0.10
H -0.97890 3.67570 -1.16960  0.09

Molecular weight (g/mol): 1133.37
HOMO-LUMO gap (spin up / spin down) (eV): 5.73 / 5.69
LUMO (spin up / spin down) (eV): -6.69 / -6.79
Net charge: +2
Electronic energy (Ha): -4024.78084
Energy relative to the best compared isomer or geometry (same formula, charge and spin) (kJ/mol): 156.8
2S+1: 2


DFT (the ωB97M-V functional and the def2-TZVPD basis) results for a structure of composition C35H42GeN6OSc at a distorted geometry.

Each line ends with the Löwdin charge.
Geometry (Å):
Sc -1.20167 0.79235 -1.25718  0.91
C -2.03439 1.42605 -4.21903  -0.19
C -1.23570 0.14029 -4.32194  -0.19
N -0.15810 0.11386 -3.30656  -0.10
C 0.95915 1.08126 -3.59303  -0.10
C 1.14200 2.03320 -2.43854  -0.32
C 2.31471 2.58857 -2.09845  -0.06
C 2.32333 3.48684 -0.94949  -0.08
C 1.26677 3.59728 -0.13723  -0.04
C 0.03921 2.75737 -0.35708  -0.53
C -1.26971 3.53196 -0.14296  -0.13
N -2.42018 2.57924 -0.30362  -0.10
C -3.52188 3.05259 -1.16191  -0.18
C -3.14262 2.91293 -2.62089  -0.19
N -2.74412 1.51850 -2.92171  -0.11
N -0.03244 2.27563 -1.76975  -0.04
H -2.72291 1.50982 -5.06224  0.13
H -1.35193 2.27431 -4.26325  0.12
H -0.83345 0.04718 -5.33351  0.13
H -1.88741 -0.71871 -4.14501  0.12
H 0.23189 -0.82189 -3.29274  0.11
H 0.72483 1.62817 -4.50884  0.13
H 1.88510 0.53623 -3.76957  0.12
H 3.22171 2.37418 -2.64700  0.11
H 3.22631 4.04687 -0.73532  0.11
H 1.28274 4.24388 0.73494  0.11
H -1.35148 4.32614 -0.88578  0.13
H -1.28015 3.98396 0.85019  0.13
H -2.79649 2.38824 0.61592  0.12
H -3.79328 4.09078 -0.95338  0.13
H -4.39666 2.43455 -0.94618  0.13
H -2.27361 3.53666 -2.82954  0.11
H -3.96351 3.24868 -3.25841  0.13
H -3.58291 0.94607 -2.98044  0.13
C -0.09042 1.46627 0.51487  -0.30
Ge 1.40246 0.43273 1.18086  0.97
C 2.93928 0.20659 0.00575  -0.27
C 2.89697 -0.56545 -1.15726  -0.14
C 3.99401 -0.64955 -2.00449  -0.09
C 5.15242 0.05354 -1.70262  -0.08
C 5.21071 0.82816 -0.55116  -0.07
C 4.11399 0.89858 0.29939  -0.10
C 0.52678 -1.33125 1.49703  -0.25
C -0.55476 -1.27358 2.27890  -0.11
C -1.57354 -2.30687 2.65326  -0.15
C -0.96447 -4.06816 0.88527  -0.20
C 0.43098 -3.67200 0.49717  -0.03
C 1.04573 -2.52999 0.80797  -0.09
C 2.04204 0.95553 2.94558  -0.28
C 1.68356 2.16453 3.53538  -0.10
C 2.12893 2.49371 4.81162  -0.09
C 2.94222 1.61204 5.50825  -0.09
C 3.31140 0.40247 4.92947  -0.08
C 2.86215 0.07779 3.65738  -0.11
H -0.72273 1.63980 1.39526  0.04
H 1.99080 -1.10798 -1.41618  0.09
H 3.95087 -1.26468 -2.89611  0.10
H 6.00994 -0.00777 -2.36060  0.11
H 6.11488 1.37443 -0.31300  0.11
H 4.17187 1.50082 1.19947  0.10
H -0.79387 -0.30366 2.71601  0.10
H -2.52638 -2.00283 2.19085  0.12
H -1.05202 -5.14357 0.74478  0.15
H 0.99025 -4.42448 -0.04836  0.11
H 2.07620 -2.45038 0.47754  0.09
H 1.05122 2.86017 2.99184  0.09
H 1.84451 3.43740 5.26049  0.10
H 3.29086 1.86619 6.50140  0.10
H 3.94944 -0.28404 5.47176  0.10
H 3.15701 -0.86923 3.21470  0.10
N -1.95415 -1.20789 -0.88155  0.15
C -1.97020 -2.30143 -0.48379  -0.20
N -1.99788 -3.52761 -0.05760  0.00
C -1.32589 -3.77834 2.34354  -0.22
C -2.56666 -4.59504 2.79706  -0.14
O -3.15367 -5.42170 1.80374  -0.13
C -3.95131 -4.75708 0.84962  -0.18
C -3.15206 -4.38890 -0.38736  -0.08
H -1.76112 -2.22169 3.72867  0.13
H -0.46235 -4.11437 2.92061  0.16
H -3.33050 -3.91221 3.18316  0.12
H -2.29232 -5.27220 3.60274  0.13
H -4.42283 -3.86770 1.28360  0.13
H -4.73698 -5.45132 0.54825  0.14
H -3.78341 -3.86773 -1.10602  0.13
H -2.76515 -5.29314 -0.85764  0.14

Molecular weight (g/mol): 680.33
HOMO-LUMO gap (eV): 6.59
LUMO (eV): -2.42
Net charge: +1
Electronic energy (Ha): -4600.12796
Energy relative to the best compared isomer or geometry (same formula, charge and spin) (kJ/mol): 107.4